No. 1
The following is a quantum chemistry calculation of a cluster of 2 separate species, C10H10N2O2S in total at a distorted geometry, from OMol25.

Structure (XYZ):
```
25
C10H10N2O2S, DFT the ωB97M-V functional and the def2-TZVPD basis
C -0.54639 3.23181 -1.07696
C -0.64589 -2.79915 -1.45097
C -0.73544 2.51523 0.13310
C -0.69814 -1.40102 -1.12231
C 0.23766 2.43745 -1.85728
C -0.35712 -3.60690 -0.35349
C -0.06678 1.27105 0.03751
C -0.33047 -1.16078 0.24130
C -0.46221 0.09451 2.48887
C -0.14713 0.09423 0.97514
N 0.60306 1.29699 -1.16343
N 2.03890 -0.43730 0.94240
O 2.32355 -0.44675 2.11482
O 2.57880 -0.44398 -0.13477
S -0.13653 -2.67433 1.05718
H -0.94209 4.29312 -1.38965
H -0.85992 -3.23050 -2.47076
H -1.23476 3.08268 0.99373
H -0.75968 -0.68811 -1.86841
H 0.60828 2.50356 -2.82857
H -0.26808 -4.62363 -0.19409
H 0.05861 -0.86860 2.71279
H -1.48160 0.16144 2.60804
H 0.05030 0.88987 3.07381
H 1.17308 0.50913 -1.46802
```

Calculated values
E_HOMO (alpha / beta), eV: -7.3136 / -7.9996
Calculated total energy, hartree: -1045.03581
Energy relative to the best compared isomer or geometry (same formula, charge and spin), kJ/mol: 499.18
Orbital gap (alpha / beta), eV: 6.63 / 7.24


No. 2
The following is a quantum chemistry calculation of a structure of composition C37H106BeNO17 at a distorted geometry, from OMol25.

Structure (XYZ):
```
162
C37H106BeNO17, DFT the ωB97M-V functional and the def2-TZVPD basis
Be 5.48363 -9.60289 16.31799
C 4.06969 -9.60191 20.23635
C 4.19821 -11.13731 20.23394
C 2.89668 -11.48821 20.80596
C 2.56348 -12.94916 20.82142
C 2.76809 -13.53534 19.41970
C 4.16755 -13.36193 18.82390
N 4.46559 -11.85212 18.94872
O 5.68281 -11.43234 18.34654
C 3.95626 -13.78143 17.38455
C 5.18949 -14.28622 19.55155
C 5.27702 -11.57709 21.29981
H 3.31271 -9.44264 19.46841
H 4.95631 -9.08652 19.86708
H 3.71134 -9.11862 21.14526
H 2.00765 -11.05225 20.35027
H 2.78544 -11.31390 21.87617
H 1.53262 -13.07145 21.15377
H 3.20210 -13.56806 21.45169
H 1.90893 -13.13342 18.88268
H 2.56847 -14.60096 19.53243
H 3.91650 -14.86768 17.30346
H 4.82899 -13.51216 16.78962
H 3.07613 -13.26568 17.00054
H 5.00814 -15.34703 19.37869
H 5.30333 -14.06756 20.61331
H 6.16553 -14.11471 19.09764
H 5.59292 -10.91865 22.10898
H 6.26401 -11.45718 20.85307
H 5.13463 -12.54099 21.78840
C 0.17524 -7.51523 19.72462
C 1.14608 -6.50322 19.00595
O 1.25576 -6.89719 17.67683
H 0.54360 -8.54083 19.74797
H -0.74997 -7.73384 19.19142
H 0.07428 -7.18924 20.75982
H 2.00098 -6.35561 19.66583
H 0.71965 -5.50190 18.94592
H 1.64060 -6.17374 17.17671
C 2.44037 -13.66054 24.96572
C 3.80981 -13.60432 24.26277
O 4.91748 -14.08424 25.03340
H 1.63984 -13.33677 24.30055
H 2.31033 -12.95717 25.78818
H 2.30482 -14.68181 25.32171
H 4.01019 -12.61978 23.84012
H 3.78042 -14.29192 23.41753
H 5.43274 -13.33823 25.34899
C 8.56709 -15.51913 21.87645
C 9.46670 -16.72947 21.78661
O 9.49292 -17.19522 20.43879
H 9.03911 -14.70809 21.32190
H 8.47462 -15.21176 22.91812
H 7.57760 -15.72292 21.46719
H 9.36768 -17.51924 22.53130
H 10.43345 -16.39184 22.16009
H 8.81745 -17.86475 20.30815
C 11.16702 -11.19912 21.79907
C 9.81219 -11.26458 21.14993
O 9.97344 -12.27480 20.22416
H 10.94303 -10.58584 22.67189
H 11.89381 -10.56136 21.29593
H 11.68406 -12.07696 22.18658
H 9.47469 -10.37962 20.61045
H 9.05892 -11.61488 21.85563
H 9.17712 -12.25789 19.68824
C 0.76415 -12.82745 12.85582
C 1.86953 -12.25874 13.71309
O 2.94429 -13.11640 13.86561
H 0.44639 -13.74920 13.34318
H 1.08232 -13.04127 11.83546
H -0.06751 -12.12356 12.88717
H 1.61525 -12.05234 14.75273
H 2.20103 -11.32398 13.26097
H 2.67057 -13.83922 14.43499
O 4.98455 -11.47367 14.48182
H 5.42316 -11.43709 13.63182
H 4.33247 -12.16779 14.38572
O 4.46786 -7.72041 17.67388
H 3.65013 -7.77854 18.16801
H 4.99747 -7.08824 18.15979
O 3.06513 -10.24109 16.51923
H 2.22952 -9.77421 16.52294
H 2.92103 -10.99556 17.09040
O 6.98756 -8.90537 18.28340
H 7.44977 -8.30757 18.87096
H 6.70657 -9.62628 18.84695
O 7.82443 -10.65849 16.14036
H 8.09423 -11.10702 15.33895
H 8.04510 -11.26957 16.84329
C -1.18861 -11.90141 21.04241
C -2.64629 -12.00122 20.68795
C -3.22144 -13.41123 20.49329
O -3.30254 -11.40821 21.78960
H -0.56617 -12.44273 20.32993
H -1.03925 -12.29493 22.04787
H -0.74997 -10.90387 21.06697
H -2.87922 -11.37043 19.83007
H -4.22858 -13.55143 20.10072
H -3.13340 -13.97934 21.41935
H -2.47119 -13.83810 19.82771
H -3.90976 -10.73069 21.48324
C 0.78261 -17.53589 19.81935
C -0.16322 -16.77635 20.82296
C 0.50267 -16.32633 22.03218
O -0.68161 -15.64972 20.18706
H 0.19026 -17.97569 19.01698
H 1.23988 -18.41896 20.26565
H 1.55515 -16.88084 19.41664
H -0.90431 -17.48782 21.18723
H -0.16507 -16.38068 22.89199
H 1.09090 -15.40930 21.99849
H 1.02522 -17.25538 22.26000
H -0.10765 -14.90579 19.99023
C -0.48411 -12.54992 17.55395
C -1.52269 -13.00407 16.43161
C -1.63992 -11.91395 15.35392
O -1.02191 -14.17871 15.87222
H 0.48622 -12.31401 17.11702
H -0.42228 -13.34542 18.29654
H -0.87067 -11.72938 18.15842
H -2.52175 -13.18591 16.82772
H -0.60328 -11.66760 15.12417
H -2.10786 -11.04551 15.81755
H -2.27768 -12.12020 14.49437
H -1.55598 -14.85313 16.29828
C 6.12994 -19.20923 21.31504
C 5.22921 -19.37321 20.09998
C 5.63047 -18.66006 18.81689
O 5.40828 -20.72704 19.76862
H 7.14063 -19.46416 20.99626
H 5.81990 -19.95639 22.04560
H 6.07340 -18.20256 21.72920
H 4.14604 -19.36236 20.22135
H 5.45502 -17.60627 19.03329
H 5.08525 -18.88704 17.90074
H 6.67627 -18.75269 18.52395
H 6.35085 -20.89364 19.69515
C 7.92936 -14.69784 16.78121
C 8.94273 -13.87336 17.57769
C 10.21546 -13.30347 16.91545
O 8.30214 -12.61253 17.91248
H 7.00417 -14.98270 17.28219
H 8.35013 -15.55967 16.26327
H 7.58556 -14.09442 15.94109
H 9.32669 -14.51386 18.37169
H 10.88203 -12.74100 17.56921
H 10.02445 -12.50737 16.19585
H 10.88091 -14.05943 16.49855
H 7.45332 -12.84257 18.29743
C 1.71112 -8.78502 23.86425
C 2.88369 -8.21150 24.79347
C 4.20456 -8.17471 24.14397
O 2.46284 -6.83040 25.10237
H 1.77537 -8.44566 22.83041
H 0.72311 -8.47665 24.20606
H 1.95613 -9.84712 23.86215
H 2.98587 -8.71886 25.75277
H 4.30491 -7.81014 23.12165
H 4.72633 -9.13045 24.19343
H 4.80348 -7.46086 24.70952
H 1.62276 -6.92131 25.55800
```

Calculated values
Net charge: +1
E_HOMO, eV: -9.7885
Calculated total energy, hartree: -2821.29192
Orbital gap, eV: 4.43


No. 3
The following is a quantum chemistry calculation of the molecule C5H11NO at a distorted geometry, from OMol25.

Structure (XYZ):
```
18
C5H11NO, DFT the ωB97M-V functional and the def2-TZVPD basis
C -0.53046 -1.49985 0.43349
N -0.73294 -0.16022 -0.01015
C -1.75118 0.54131 0.76588
C 1.24605 -0.01075 -1.53284
C 0.36916 0.56578 -0.45749
C 1.31531 0.94710 0.59344
O 1.32737 0.52836 1.75646
H -0.33976 -1.64285 1.50370
H 0.33398 -1.90301 -0.13800
H -1.38652 -2.12252 0.16317
H -2.12345 1.35564 0.15664
H -2.58672 -0.16755 0.90534
H -1.42776 0.88837 1.76899
H 1.83495 0.76154 -2.06195
H 1.91947 -0.71758 -1.07761
H 0.52506 -0.44529 -2.24817
H -0.10614 1.48983 -0.77285
H 2.11356 1.59170 0.25196
```

Calculated values
E_HOMO, eV: -8.1889
Structure (SMILES): C[C@H](C=O)N(C)C
Calculated total energy, hartree: -327.05726
Energy relative to the best compared isomer or geometry (same formula, charge and spin), kJ/mol: 194.52
Orbital gap, eV: 9.11